# 1
{"formula": "C21H22N2O3", "method": "wB97M-V/def2-TZVPD", "symbols": ["C", "C", "C", "C", "C", "C", "C", "C", "C", "N", "C", "O", "C", "O", "C", "O", "C", "C", "C", "N", "C", "C", "C", "C", "C", "C", "H", "H", "H", "H", "H", "H", "H", "H", "H", "H", "H", "H", "H", "H", "H", "H", "H", "H", "H", "H", "H", "H"], "positions_angstrom": [[1.00, 2.95, 0.92], [1.31, 1.75, 0.03], [0.80, 2.01, -1.39], [2.79, 1.41, 0.00], [3.75, 2.41, 0.09], [5.10, 2.12, 0.08], [5.52, 0.81, -0.03], [4.59, -0.20, -0.15], [3.23, 0.09, -0.15], [2.29, -0.95, -0.33], [2.46, -2.27, -0.10], [3.46, -2.80, 0.34], [1.22, -3.10, -0.47], [0.11, -2.91, 0.40], [-0.71, -1.89, 0.15], [-0.53, -1.08, -0.73], [-1.88, -1.88, 1.11], [-3.08, -1.23, 0.50], [-4.12, -1.84, -0.13], [-5.00, -0.91, -0.60], [-4.53, 0.34, -0.31], [-5.05, 1.60, -0.58], [-4.34, 2.69, -0.15], [-3.13, 2.55, 0.54], [-2.61, 1.31, 0.82], [-3.31, 0.18, 0.39], [1.46, 2.83, 1.90], [1.35, 3.88, 0.48], [-0.08, 3.03, 1.05], [0.76, 0.90, 0.44], [-0.27, 2.20, -1.37], [1.30, 2.87, -1.82], [0.98, 1.15, -2.04], [3.43, 3.44, 0.18], [5.82, 2.93, 0.16], [6.58, 0.58, -0.04], [4.92, -1.22, -0.25], [1.38, -0.66, -0.67], [1.48, -4.16, -0.38], [0.92, -2.87, -1.50], [-2.09, -2.91, 1.41], [-1.56, -1.33, 2.00], [-4.31, -2.89, -0.26], [-5.85, -1.11, -1.10], [-5.98, 1.71, -1.12], [-4.71, 3.68, -0.35], [-2.61, 3.44, 0.86], [-1.68, 1.20, 1.36]], "molar_mass_da": 350.418, "charge": 0, "lumo_energy_ev": 0.6, "orbital_gap_ev": 8.823, "largest_force_ev_per_a": 0.760, "homo_ev": -8.19, "de_lowest_kcal_mol": 17.7}

---

# 2
{"formula": "C21H22N2O4ReSSe2", "method": "wB97M-V/def2-TZVPD", "symbols": ["Re", "C", "C", "C", "C", "C", "C", "C", "C", "C", "S", "C", "N", "H", "H", "H", "H", "H", "H", "H", "H", "O", "C", "C", "C", "O", "C", "Se", "C", "Se", "H", "H", "H", "H", "H", "H", "H", "H", "H", "H", "O", "C", "O", "C", "C", "C", "C", "C", "N", "H", "H", "H", "H"], "positions_angstrom": [[0.13, 0.00, -0.02], [-1.10, -2.63, 1.87], [-0.58, -1.52, 2.73], [-0.59, -1.70, 4.14], [-0.15, -0.72, 4.96], [0.31, 0.50, 4.41], [0.77, 1.58, 5.19], [1.18, 2.74, 4.60], [1.15, 2.87, 3.20], [0.71, 1.83, 2.42], [0.63, 2.00, 0.65], [0.29, 0.62, 3.01], [-0.14, -0.40, 2.18], [-1.19, -3.54, 2.46], [-0.43, -2.82, 1.03], [-2.07, -2.36, 1.47], [-0.95, -2.64, 4.53], [-0.14, -0.85, 6.04], [0.78, 1.47, 6.27], [1.54, 3.56, 5.20], [1.47, 3.79, 2.74], [0.99, -2.27, -4.45], [1.52, -2.43, -3.14], [2.55, -1.33, -2.90], [3.70, -1.54, -3.90], [4.74, -0.58, -3.79], [3.14, -1.45, -1.50], [1.99, -1.43, 0.09], [1.95, 0.06, -3.14], [0.20, 0.49, -2.39], [0.28, -2.91, -4.57], [2.01, -3.41, -3.04], [0.73, -2.36, -2.39], [3.30, -1.57, -4.91], [4.17, -2.51, -3.70], [4.39, 0.28, -4.06], [3.87, -0.65, -1.36], [3.68, -2.39, -1.41], [1.83, 0.23, -4.21], [2.64, 0.81, -2.75], [-3.80, -1.07, 0.43], [-3.00, -0.31, -0.08], [-1.73, -0.57, -0.21], [-3.43, 1.05, -0.60], [-4.78, 1.35, -0.68], [-5.13, 2.60, -1.18], [-4.13, 3.48, -1.56], [-2.81, 3.07, -1.42], [-2.46, 1.88, -0.95], [-5.51, 0.62, -0.37], [-6.17, 2.87, -1.27], [-4.36, 4.46, -1.95], [-2.00, 3.73, -1.71]], "molar_mass_da": 742.611, "multiplicity": 2, "charge": 0, "lumo_energy_ev": [-0.7, -0.7], "orbital_gap_ev": [6.546, 6.467], "largest_force_ev_per_a": 1.202, "homo_ev": [-7.24, -7.20], "de_lowest_kcal_mol": 3.4}

---

# 3
{"formula": "C21H22N2O4S", "method": "wB97M-V/def2-TZVPD", "symbols": ["C", "O", "C", "C", "C", "C", "C", "C", "N", "C", "O", "C", "C", "C", "C", "C", "C", "N", "C", "O", "C", "C", "C", "O", "C", "C", "S", "C", "H", "H", "H", "H", "H", "H", "H", "H", "H", "H", "H", "H", "H", "H", "H", "H", "H", "H", "H", "H", "H", "H"], "positions_angstrom": [[-1.14, -2.69, 2.46], [-2.27, -2.24, 1.73], [-2.09, -1.94, 0.41], [-3.21, -1.47, -0.27], [-3.12, -1.14, -1.61], [-1.91, -1.25, -2.28], [-0.80, -1.72, -1.61], [0.55, -1.85, -2.28], [1.52, -0.95, -1.69], [2.37, -1.34, -0.72], [2.48, -2.50, -0.36], [3.29, -0.27, -0.22], [4.62, -0.63, -0.01], [5.56, 0.31, 0.35], [5.19, 1.63, 0.52], [3.86, 2.00, 0.36], [2.91, 1.06, 0.01], [1.56, 1.46, -0.10], [0.53, 0.87, 0.59], [0.71, -0.06, 1.35], [-0.79, 1.45, 0.29], [-1.83, 1.42, 1.14], [-1.75, 0.92, 2.55], [-3.07, 1.90, 0.89], [-3.43, 2.21, -0.43], [-2.42, 3.14, -1.09], [-0.88, 2.20, -1.33], [-0.89, -2.08, -0.27], [-0.80, -3.66, 2.10], [-1.48, -2.79, 3.49], [-0.33, -1.96, 2.41], [-4.15, -1.38, 0.26], [-4.00, -0.80, -2.14], [-1.84, -0.97, -3.32], [0.47, -1.63, -3.35], [0.94, -2.86, -2.14], [1.40, 0.04, -1.88], [4.89, -1.66, -0.16], [6.59, 0.02, 0.50], [5.92, 2.38, 0.80], [3.56, 3.02, 0.52], [1.40, 2.39, -0.45], [-2.24, -0.04, 2.61], [-0.72, 0.81, 2.88], [-2.29, 1.62, 3.19], [-4.41, 2.70, -0.36], [-3.52, 1.29, -1.02], [-2.75, 3.46, -2.07], [-2.21, 4.00, -0.46], [-0.01, -2.45, 0.23]], "molar_mass_da": 398.484, "charge": 0, "lumo_energy_ev": 0.4, "orbital_gap_ev": 8.359, "largest_force_ev_per_a": 0.894, "homo_ev": -7.98, "de_lowest_kcal_mol": 22.9}